Record 1
Formula: C3H2OS2
Source: the OMol25 dataset
Level of theory: ωB97M-V/def2-TZVPD

Positions of all 8 atoms, in Å:
C1 -1.217 0.203 0.100
C2 0.981 1.459 -0.028
C3 -0.349 1.396 0.259
H1 1.534 2.306 -0.294
H2 -0.749 2.391 -0.081
O1 -2.466 0.199 -0.182
S1 -0.191 -1.306 0.053
S2 1.595 -0.235 -0.063

Values from the calculation:
maximum force = 0.11535 hartree/bohr
SMILES = O=c1ccss1
E_tot = -26859.9237 eV
total charge = 0
molar mass = 118.18 u
orbital gap = 8.46 eV
energy above the lowest of the compared OMol25 structures with the same formula, charge and spin = 100.8 kJ/mol
LUMO = -0.5 eV
E_HOMO = -0.3299 Ha


Record 2
Formula: C6H12O4
Source: the OMol25 dataset
Level of theory: ωB97M-V/def2-TZVPD

Positions of all 22 atoms, in Å:
C1 -0.841 -1.433 -2.122
C2 0.271 -0.825 -2.510
C3 -1.280 -0.351 0.572
O1 -2.195 -1.280 0.852
O2 -1.547 0.720 0.090
H1 -3.074 -1.001 0.542
H2 -0.812 -2.306 -1.494
H3 -1.816 -1.092 -2.439
H4 0.256 -0.012 -3.221
H5 0.911 0.511 -0.924
H6 1.237 -1.213 -2.234
C4 1.256 2.201 0.014
C5 0.386 -0.091 2.482
C6 0.136 -0.772 1.169
O3 1.376 0.799 -0.105
O4 0.715 -1.739 0.751
H7 0.210 2.501 0.132
H8 1.823 2.495 0.897
H9 1.679 2.708 -0.860
H10 1.416 -0.264 2.789
H11 -0.282 -0.527 3.221
H12 0.176 0.972 2.400

Values from the calculation:
maximum force = 0.03074 hartree/bohr
SMILES = CC(=O)C(=O)O.C=C.CO
E_tot = -14605.0128 eV
total charge = 0
molar mass = 148.16 u
orbital gap = 10.21 eV
energy above the lowest of the compared OMol25 structures with the same formula, charge and spin = 212.2 kJ/mol
LUMO = 0.7 eV
E_HOMO = -0.3498 Ha


Record 3
Formula: C10H21INO2P2Ti
Source: the OMol25 dataset
Level of theory: ωB97M-V/def2-TZVPD

Positions of all 38 atoms, in Å:
C1 5.140 0.262 -2.205
C2 4.227 -0.835 -2.220
H1 6.056 -0.069 -2.741
H2 5.337 0.538 -1.148
H3 4.650 1.131 -2.692
O1 3.417 -1.671 -2.179
I1 1.264 1.936 0.184
Ti1 -0.511 -0.002 0.229
P1 -1.671 0.827 -1.748
C3 -3.023 -0.225 -2.335
C4 -2.545 2.393 -1.430
H4 -3.010 2.736 -2.369
H5 -1.283 1.722 -3.952
H6 -1.828 3.134 -1.055
H7 0.217 1.723 -2.970
H8 -3.842 -0.174 -1.609
H9 -3.309 2.233 -0.658
C5 -0.676 1.152 -3.238
H10 -3.361 0.149 -3.313
H11 -0.366 0.206 -3.694
H12 -2.670 -1.258 -2.413
P2 0.198 -0.785 2.425
C6 -0.630 -2.290 3.002
C7 1.970 -1.127 2.669
H13 0.216 1.367 3.518
H14 0.156 0.001 4.707
H15 -1.318 0.510 3.793
C8 -0.227 0.390 3.749
H16 2.565 -0.299 2.273
H17 2.164 -1.248 3.741
H18 -0.121 -2.645 3.910
H19 -0.595 -3.047 2.212
H20 2.249 -2.046 2.142
H21 -1.675 -2.045 3.226
C9 -0.908 -1.963 -0.351
O2 -1.200 -3.058 -0.644
N1 -2.943 1.488 1.892
C10 -2.114 0.891 1.291

Values from the calculation:
maximum force = 0.16119 hartree/bohr
E_tot = -66059.2734 eV
total charge = +3
molar mass = 424.00 u
orbital gap (spin up / spin down) = 6.62 / 6.62 eV
LUMO (spin up / spin down) = -12.8 / -12.8 eV
E_HOMO (spin up / spin down) = -0.7138 / -0.7138 Ha


Record 4
Formula: CHN3O
Source: the OMol25 dataset
Level of theory: ωB97M-V/def2-TZVPD

Positions of all 6 atoms, in Å:
C1 -0.612 0.303 0.005
H1 -1.436 0.816 -0.050
N1 0.541 0.950 -0.020
N2 1.347 -0.015 0.065
N3 -0.592 -0.927 0.051
O1 0.752 -1.127 -0.051

Values from the calculation:
maximum force = 0.10330 hartree/bohr
SMILES = c1nnon1
E_tot = -7567.1644 eV
total charge = 0
molar mass = 71.04 u
orbital gap = 12.47 eV
energy above the lowest of the compared OMol25 structures with the same formula, charge and spin = 444.7 kJ/mol
LUMO = 0.3 eV
E_HOMO = -0.4461 Ha


Record 5
Formula: C5H27NO7
Source: the OMol25 dataset
Level of theory: ωB97M-V/def2-TZVPD

Positions of all 40 atoms, in Å:
C1 0.152 0.293 1.182
C2 0.241 -0.387 -0.206
C3 -0.043 0.647 -1.325
C4 -0.795 -1.537 -0.245
C5 -0.680 -2.346 -1.546
N1 1.471 0.913 1.504
H1 -0.594 1.045 1.215
H2 -0.163 -0.427 1.932
H3 1.247 -0.794 -0.354
H4 0.098 0.236 -2.329
H5 -1.047 1.033 -1.276
H6 0.593 1.571 -1.201
H7 -1.793 -1.121 -0.095
H8 -0.598 -2.246 0.585
H9 -1.314 -3.215 -1.477
H10 -0.996 -1.786 -2.425
H11 0.331 -2.641 -1.720
H12 2.198 0.155 1.677
H13 1.430 1.455 2.360
H14 4.077 -0.162 -0.560
H15 4.395 -1.586 -1.216
O1 4.430 -1.076 -0.384
H16 -2.915 1.638 1.126
H17 -3.010 1.782 -0.338
O2 -2.566 2.190 0.426
H18 3.603 -1.465 1.037
H19 2.901 -2.565 1.911
O3 3.015 -1.669 1.814
H20 -3.829 -0.045 -0.330
H21 -3.149 -0.207 -1.698
O4 -3.715 0.369 -1.210
H22 2.780 1.555 -1.598
H23 2.647 1.455 -0.113
O5 3.281 1.310 -0.845
H24 0.641 2.892 0.450
H25 -0.808 3.228 0.246
O6 0.093 3.577 0.162
H26 -4.618 -0.617 1.705
H27 -3.230 -1.020 1.797
O7 -3.758 -0.436 1.365

Values from the calculation:
maximum force = 0.08338 hartree/bohr
SMILES = CC[C@@H](C)CN.O.O.O.O.O.O.O
E_tot = -21446.4031 eV
total charge = 0
molar mass = 213.27 u
orbital gap = 9.59 eV
energy above the lowest of the compared OMol25 structures with the same formula, charge and spin = 53.0 kJ/mol
LUMO = -0.1 eV
E_HOMO = -0.3561 Ha


Record 6
Formula: C4H6NOPS
Source: the OMol25 dataset
Level of theory: ωB97M-V/def2-TZVPD

Positions of all 14 atoms, in Å:
C1 -0.676 1.428 0.331
C2 -1.984 1.180 0.611
C3 -0.819 -0.919 0.007
C4 -0.410 -2.173 -0.161
N1 -0.014 0.254 0.015
O1 2.194 -0.342 1.487
P1 1.694 0.126 0.149
S1 -2.446 -0.453 0.436
H1 -0.212 2.395 0.062
H2 -2.748 1.899 0.922
H3 -1.190 -2.833 0.201
H4 0.661 -2.269 -0.240
H5 2.299 1.377 -0.237
H6 2.346 -0.537 -0.949

Values from the calculation:
maximum force = 0.04971 hartree/bohr
SMILES = C=C1SC=CN1[PH2]=O
E_tot = -27905.4057 eV
total charge = 0
molar mass = 147.14 u
orbital gap = 8.39 eV
energy above the lowest of the compared OMol25 structures with the same formula, charge and spin = 91.6 kJ/mol
LUMO = 0.7 eV
E_HOMO = -0.2825 Ha